{"formula": "C15H17O6S", "method": "wB97M-V/def2-TZVPD", "total_energy_ev": -38950.9080, "gap_ev": 6.705, "homo_energy_ev": -4.783, "charge": -1, "smiles": "CCCC1=C(S)C(=O)C(C(=O)[O-])=C(CCCOC(C)=O)C1=O", "species": ["C", "C", "C", "C", "C", "S", "C", "O", "C", "C", "O", "O", "C", "C", "C", "C", "O", "C", "C", "O", "C", "O", "H", "H", "H", "H", "H", "H", "H", "H", "H", "H", "H", "H", "H", "H", "H", "H", "H"], "coordinates": [[3.75196, -2.95170, -0.34063], [4.38296, -1.50398, -0.20090], [3.68985, -0.40597, -1.14500], [2.66723, 0.42644, -0.31811], [2.85209, 1.73921, 0.03674], [4.35101, 2.66623, -0.44368], [1.75365, 2.45810, 0.91046], [2.08545, 3.41353, 1.57202], [0.27453, 1.96441, 0.87774], [-0.93754, 2.88957, 1.24653], [-1.22515, 3.88042, 0.55274], [-1.66300, 2.55226, 2.27129], [0.08012, 0.66393, 0.50419], [-1.30821, -0.00826, 0.36840], [-2.25726, 0.78052, -0.64755], [-3.66297, 1.12199, -0.04402], [-4.31489, 0.02209, 0.63679], [-4.65490, -1.00154, -0.20225], [-5.14872, -2.32461, 0.50805], [-4.65025, -0.96954, -1.41204], [1.33124, -0.21920, 0.19168], [1.20283, -1.41912, 0.35889], [3.40969, -3.26501, 0.68533], [4.45335, -3.72700, -0.73501], [2.81392, -2.86829, -0.95864], [5.47749, -1.57848, -0.42141], [4.23200, -1.12315, 0.84964], [4.51348, 0.22513, -1.56357], [3.23339, -0.95816, -2.00506], [4.07740, 3.15226, -1.70861], [-1.80702, -0.14393, 1.37073], [-1.22772, -1.05146, -0.05283], [-2.37205, 0.17528, -1.59010], [-1.75701, 1.73632, -0.96560], [-3.49504, 1.94787, 0.70664], [-4.32162, 1.52963, -0.85181], [-6.17768, -2.07899, 0.89961], [-5.20815, -3.13031, -0.26581], [-4.44442, -2.61648, 1.32515]], "forces_ev_per_a": [[-0.66, 0.58, 0.71], [-0.46, -0.08, -0.07], [0.44, -0.78, 0.64], [-0.05, 1.00, -0.10], [-1.07, -1.14, -0.70], [-0.43, 0.07, 0.04], [-0.33, 0.36, -0.22], [-0.17, -0.49, -0.31], [0.62, -1.01, -0.50], [-2.49, 0.55, 2.57], [1.36, -0.67, -0.83], [2.29, -0.52, -1.94], [0.84, 0.36, -0.32], [-0.36, -0.40, -0.36], [0.09, -0.28, 0.00], [1.00, 1.83, -0.41], [0.05, -1.20, -1.25], [-0.51, -1.15, 0.35], [0.13, 1.16, -0.04], [0.25, 0.57, 0.60], [-1.03, 0.36, 0.26], [0.77, 0.55, -0.47], [0.32, 0.04, -1.10], [-0.54, 0.76, 0.17], [1.07, -0.39, 0.54], [-0.87, 0.35, 0.24], [0.47, -0.56, -0.99], [-1.05, -0.18, 0.48], [0.01, 0.63, 0.73], [-0.37, -0.57, 0.91], [0.58, 0.53, -0.92], [0.39, 1.04, 0.57], [0.04, 0.49, 0.98], [-0.70, -0.72, 0.51], [-0.34, -1.16, -0.45], [0.40, -0.54, 0.64], [1.09, -0.52, -0.15], [0.04, 0.86, 0.70], [-0.78, 0.29, -0.53]], "mulliken_charge": [-0.9085, -0.4422, -0.9380, 0.2267, 0.1171, -0.2486, 0.1454, -0.5504, 0.6761, 0.2594, -0.6973, -0.7360, 0.4276, -0.6866, -0.8999, -0.4567, -0.3718, 0.7148, -0.9275, -0.5582, 0.0368, -0.6247, 0.2092, 0.3100, 0.2345, 0.3673, 0.3224, 0.3318, 0.3763, 0.1536, 0.4050, 0.3537, 0.4153, 0.4854, 0.3588, 0.2918, 0.2587, 0.2907, 0.2779]}